No. 1
C39H55N10O16 | ωB97M-V with the def2-TZVPD basis set

Results
* HOMO: -6.87 eV
* ΔE to the lowest compared entry with this formula, charge and spin: 41.2 kcal per mole
* net charge: -1

CARTESIAN COORDINATES (ANGSTROEM)
N (-0.990933, 0.496600, -0.635375)
O (-0.275933, 1.362600, -0.464375)
O (-1.687933, 0.505600, -1.674375)
O (-0.781933, -0.665400, -0.120375)
C (-1.358933, -2.755400, -3.653375)
C (-0.810933, -3.262400, -2.308375)
C (-0.022933, -4.455400, -2.312375)
C (0.326067, -5.188400, -3.565375)
C (-0.321933, -4.650400, -4.895375)
C (-1.044933, -3.352400, -4.852375)
N (1.320067, -6.211400, -3.656375)
O (1.740067, -6.658400, -4.766375)
O (1.873067, -6.571400, -2.593375)
H (-1.964933, -1.824400, -3.690375)
H (-1.114933, -2.625400, -1.596375)
H (0.349067, -4.915400, -1.410375)
H (0.217067, -5.080400, -5.912375)
H (-1.527933, -3.123400, -5.846375)
C (2.715067, 0.103600, 3.308625)
C (1.247067, 0.299600, 3.068625)
C (0.371067, 0.746600, 4.209625)
C (0.987067, 0.692600, 5.686625)
C (2.423067, 0.517600, 5.834625)
C (3.271067, 0.213600, 4.600625)
N (0.042067, 1.006600, 6.794625)
O (-1.154933, 0.800600, 6.570625)
O (0.462067, 1.203600, 7.952625)
H (3.383067, -0.368400, 2.452625)
H (0.779067, 0.291600, 2.029625)
H (-0.686933, 1.028600, 4.021625)
H (2.870067, 0.484600, 6.850625)
H (4.237067, -0.077400, 4.832625)
C (-3.370933, -1.902400, 2.551625)
C (-4.476933, -2.833400, 3.202625)
C (-5.206933, -2.331400, 4.425625)
C (-4.900933, -0.951400, 5.014625)
C (-3.682933, -0.191400, 4.448625)
C (-3.061933, -0.602400, 3.143625)
N (-5.703933, -0.298400, 6.029625)
O (-6.548933, -1.049400, 6.564625)
O (-5.375933, 0.886600, 6.251625)
H (-2.715933, -1.899400, 1.687625)
H (-4.631933, -3.774400, 2.974625)
H (-5.915933, -2.901400, 4.960625)
H (-3.266933, 0.919600, 4.724625)
H (-2.306933, -0.153400, 2.455625)
C (1.468067, 1.942600, -4.600375)
C (2.775067, 1.926600, -5.464375)
C (3.521067, 0.709600, -5.693375)
C (2.845067, -0.552400, -5.124375)
C (1.617067, -0.541400, -4.321375)
C (0.897067, 0.747600, -4.157375)
N (3.554067, -1.849400, -5.257375)
O (3.182067, -2.823400, -4.554375)
O (4.616067, -1.855400, -5.917375)
H (0.749067, 2.687600, -4.330375)
H (3.151067, 2.832600, -6.015375)
H (4.482067, 0.586600, -6.258375)
H (0.972067, -1.449400, -4.028375)
H (-0.054933, 0.601600, -3.470375)
C (-0.334933, 5.972600, -3.434375)
O (0.537067, 6.883600, -3.590375)
N (-0.112933, 5.040600, -2.514375)
C (-0.999933, 3.976600, -2.320375)
C (1.238067, 5.125600, -1.693375)
H (-0.990933, 5.853600, -4.079375)
H (-1.027933, 3.392600, -3.092375)
H (-2.139933, 4.258600, -2.393375)
H (-0.835933, 3.638600, -1.498375)
H (1.265067, 4.615600, -0.719375)
H (1.459067, 6.172600, -1.555375)
H (2.101067, 4.597600, -2.186375)
C (-1.976933, 3.504600, 4.046625)
O (-2.933933, 2.797600, 3.583625)
N (-0.867933, 3.825600, 3.349625)
C (0.205067, 4.616600, 4.015625)
C (-0.610933, 3.463600, 1.941625)
H (-1.949933, 4.006600, 5.078625)
H (0.744067, 3.803600, 4.656625)
H (-0.255933, 5.358600, 4.529625)
H (0.859067, 5.192600, 3.371625)
H (-1.473933, 2.709600, 1.650625)
H (0.299067, 2.878600, 2.001625)
H (-0.660933, 4.410600, 1.229625)
C (-5.787933, -1.403400, 0.323625)
O (-6.772933, -1.776400, 0.912625)
N (-5.609933, -1.945400, -0.963375)
C (-4.456933, -1.518400, -1.703375)
C (-6.298933, -2.960400, -1.651375)
H (-5.274933, -0.583400, 0.484625)
H (-4.128933, -0.596400, -1.340375)
H (-4.649933, -1.405400, -2.775375)
H (-3.689933, -2.273400, -1.484375)
H (-5.839933, -4.009400, -1.651375)
H (-6.219933, -2.952400, -2.953375)
H (-7.445933, -2.858400, -1.402375)
C (3.726067, -3.518400, 1.383625)
O (3.256067, -3.340400, 2.528625)
N (2.940067, -3.333400, 0.230625)
C (3.531067, -3.509400, -1.162375)
C (1.627067, -2.669400, 0.357625)
H (4.652067, -3.854400, 1.262625)
H (4.158067, -4.391400, -1.342375)
H (4.204067, -2.540400, -1.078375)
H (2.906067, -3.125400, -1.705375)
H (1.098067, -3.208400, 0.974625)
H (1.296067, -2.536400, -0.539375)
H (1.678067, -1.725400, 0.528625)
C (5.063067, 3.115600, -0.394375)
O (6.254067, 3.244600, -0.060375)
N (4.426067, 1.962600, -0.160375)
C (3.021067, 1.873600, -0.476375)
C (5.039067, 0.803600, 0.376625)
H (4.449067, 4.025600, -0.871375)
H (2.479067, 0.820600, -0.086375)
H (2.860067, 2.313600, -1.323375)
H (2.552067, 2.707600, 0.275625)
H (4.483067, 0.013600, 0.812625)
H (5.815067, 0.810600, 1.164625)
H (5.652067, 0.398600, -0.371375)

Forces on atoms 1 to 2 (eV/Å):
-1.6 -8.0 -4.4
4.8 7.0 3.3

Here are the Mulliken charges for atoms 1 to 99, given in e: number 1, N, carries 0.64; number 2, O, carries -0.17; number 3, O, carries -0.75; number 4, O, carries -0.54; number 5, C, carries -0.39; number 6, C, carries -0.87; number 7, C, carries -0.30; number 8, C, carries -0.15; number 9, C, carries -0.42; number 10, C, carries -0.28; number 11, N, carries 0.90; number 12, O, carries -0.57; number 13, O, carries -0.58; number 14, H, carries 0.44; number 15, H, carries 1.09; number 16, H, carries 0.51; number 17, H, carries 0.28; number 18, H, carries 0.34; number 19, C, carries 0.32; number 20, C, carries -0.67; number 21, C, carries 0.46; number 22, C, carries -0.47; number 23, C, carries -0.54; number 24, C, carries -0.73; number 25, N, carries 0.92; number 26, O, carries -0.48; number 27, O, carries -0.61; number 28, H, carries -0.29; number 29, H, carries 0.28; number 30, H, carries 0.81; number 31, H, carries 0.42; number 32, H, carries 0.47; number 33, C, carries -0.96; number 34, C, carries -0.81; number 35, C, carries -0.49; number 36, C, carries -0.20; number 37, C, carries 0.46; number 38, C, carries 0.28; number 39, N, carries 0.95; number 40, O, carries -0.61; number 41, O, carries -0.56; number 42, H, carries 0.54; number 43, H, carries 0.68; number 44, H, carries 0.50; number 45, H, carries 0.22; number 46, H, carries -0.06; number 47, C, carries -0.31; number 48, C, carries -0.62; number 49, C, carries -0.45; number 50, C, carries -0.29; number 51, C, carries 0.54; number 52, C, carries -0.02; number 53, N, carries 0.93; number 54, O, carries -0.52; number 55, O, carries -0.60; number 56, H, carries 0.32; number 57, H, carries 0.34; number 58, H, carries 0.43; number 59, H, carries 0.16; number 60, H, carries 0.05; number 61, C, carries -0.27; number 62, O, carries -0.65; number 63, N, carries 0.15; number 64, C, carries -0.56; number 65, C, carries -0.68; number 66, H, carries 0.66; number 67, H, carries 0.61; number 68, H, carries 0.28; number 69, H, carries -0.26; number 70, H, carries 0.11; number 71, H, carries 0.42; number 72, H, carries 0.20; number 73, C, carries 0.16; number 74, O, carries -0.65; number 75, N, carries 0.33; number 76, C, carries -1.12; number 77, C, carries -0.39; number 78, H, carries 0.26; number 79, H, carries 0.27; number 80, H, carries 0.51; number 81, H, carries 0.31; number 82, H, carries 0.04; number 83, H, carries 0.13; number 84, H, carries 0.18; number 85, C, carries -0.19; number 86, O, carries -0.60; number 87, N, carries 0.29; number 88, C, carries -1.45; number 89, C, carries -0.84; number 90, H, carries 0.70; number 91, H, carries 0.33; number 92, H, carries 0.35; number 93, H, carries 0.57; number 94, H, carries 0.30; number 95, H, carries 0.20; number 96, H, carries 0.30; number 97, C, carries -0.31; number 98, O, carries -0.61; number 99, N, carries 0.28

No. 2
C39H56BFN7O4ReS | ωB97M-V with the def2-TZVPD basis set

Results
* 2S+1: 2
* HOMO (alpha / beta): -9.27 / -9.27 eV
* net charge: +1

CARTESIAN COORDINATES (ANGSTROEM)
Re (0.266025, -0.063379, -0.282850)
C (4.944384, 2.613122, 0.663093)
C (3.874346, 1.786882, 1.273897)
C (3.911952, 1.127719, 2.480481)
C (2.647557, 0.546625, 2.641972)
N (1.906756, 0.795021, 1.555069)
N (2.651839, 1.584154, 0.736479)
B (2.017696, 2.491051, -0.315659)
N (1.934593, 1.848948, -1.714158)
N (0.892552, 1.029224, -1.936219)
C (0.674277, 0.960775, -3.254841)
C (1.664841, 1.708821, -3.895160)
C (2.430730, 2.275014, -2.887068)
C (3.561614, 3.221151, -3.016386)
C (-0.516695, 0.281787, -3.888494)
C (-1.053731, 1.228737, -4.970689)
C (-3.035595, -0.226125, -3.209622)
C (-0.005727, -1.018233, -4.524496)
N (0.551743, 2.794087, 0.091852)
N (-0.426363, 1.859235, 0.290105)
C (-1.523135, 2.510360, 0.721978)
C (-1.239448, 3.872799, 0.775657)
C (0.073648, 4.017681, 0.370649)
C (0.826273, 5.288285, 0.231459)
C (-2.860894, 1.954513, 1.133671)
C (-2.914119, 0.436038, 1.060821)
C (-3.125557, 2.390779, 2.583738)
C (-3.939399, 2.539027, 0.211246)
C (2.204140, -0.143640, 3.911944)
C (2.913538, 0.520810, 5.106744)
C (2.659997, -1.611356, 3.869537)
C (0.681294, 0.004946, 4.131513)
H (5.846227, 2.529352, 1.262884)
H (4.649749, 3.661184, 0.634019)
H (5.164227, 2.292860, -0.353238)
H (4.742009, 1.106456, 3.154871)
H (2.624953, 3.494453, -0.393224)
H (1.809709, 1.850613, -4.947088)
H (3.860886, 3.294109, -4.058115)
H (4.411095, 2.901551, -2.417113)
H (3.259478, 4.209765, -2.672201)
H (-1.303209, 2.196237, -4.541096)
H (-1.940338, 0.817969, -5.438453)
H (-0.308434, 1.378639, -5.746753)
H (-3.477732, 0.682115, -3.622790)
H (-3.590584, -0.478208, -2.303415)
H (-4.331702, -1.440855, -4.400417)
H (0.836428, -0.795688, -5.177423)
H (-0.762746, -1.507147, -5.123964)
H (0.329997, -1.710016, -3.756462)
H (-1.901080, 4.661718, 1.070370)
H (0.173673, 6.118701, 0.487510)
H (1.174485, 5.419193, -0.791708)
H (1.691447, 5.309771, 0.890932)
H (-2.209462, 0.001800, 1.763168)
H (-2.685995, 0.101599, 0.051403)
H (-3.908795, 0.089959, 1.327200)
H (-2.329782, 2.044848, 3.240543)
H (-4.063459, 1.963410, 2.927147)
H (-3.194030, 3.471358, 2.664352)
H (-3.775686, 2.218286, -0.815056)
H (-3.937164, 3.624271, 0.241783)
H (-4.916829, 2.191176, 0.533081)
H (3.989674, 0.377036, 5.071920)
H (2.556988, 0.076690, 6.033210)
H (2.709585, 1.589404, 5.132766)
H (3.747907, -1.651804, 3.873116)
H (2.315943, -2.125292, 2.973012)
H (2.302394, -2.145888, 4.746120)
H (0.255767, 0.708781, 3.414742)
H (0.489582, 0.422756, 5.115168)
H (0.152559, -0.947021, 4.095129)
N (-0.012128, -1.548115, 1.433880)
C (-1.009441, -2.468487, 1.954949)
C (-0.689727, -3.238747, 3.073477)
C (-1.658415, -4.003349, 3.704905)
C (-2.930615, -3.975597, 3.194336)
C (-3.253830, -3.321910, 2.035616)
C (-2.278565, -2.563323, 1.403145)
S (-4.283344, -4.825589, 4.142131)
O (-3.951501, -4.406102, 5.480221)
O (-5.461753, -4.254039, 3.544628)
O (-3.950478, -6.183094, 3.771273)
H (0.864420, -2.073975, 1.345484)
H (0.170607, -0.870776, 2.183996)
H (0.315746, -3.248012, 3.466662)
H (-1.438161, -4.579685, 4.587186)
H (-4.256876, -3.379732, 1.653366)
H (-2.521484, -2.043349, 0.493092)
C (3.258829, -1.992728, -2.507156)
C (2.215485, -2.539712, -1.587591)
C (2.029365, -4.021903, -1.515593)
O (1.535896, -1.811334, -0.875313)
H (3.493695, -2.679043, -3.312494)
H (4.172393, -1.817931, -1.936189)
H (2.941081, -1.033271, -2.911272)
H (2.187486, -4.493468, -2.480285)
H (1.032308, -4.253722, -1.147150)
H (2.750336, -4.441475, -0.814137)
F (-3.210141, -3.675468, -4.522384)
C (-2.762926, -2.664630, -3.751047)
C (-3.255518, -1.346785, -4.211821)
C (-1.592279, 0.088768, -2.771417)
C (-1.069719, -0.855829, -1.716230)
C (-1.302197, -2.191314, -1.753630)
C (-1.989372, -3.009567, -2.709537)
H (-2.808330, -1.118902, -5.183008)
H (-1.676137, 1.079699, -2.303070)
H (-0.860976, -2.790773, -0.965777)
H (-1.850604, -4.075732, -2.585439)

Forces on atoms 1 to 2 (eV/Å):
-1.4 -1.3 -0.7
-0.1 0.1 -0.1

Here are the Mulliken charges for atoms 1 to 99, given in e: number 1, Re, carries 1.92; number 2, C, carries -1.49; number 3, C, carries 0.38; number 4, C, carries -1.27; number 5, C, carries -1.04; number 6, N, carries 0.26; number 7, N, carries 0.38; number 8, B, carries -0.81; number 9, N, carries 0.28; number 10, N, carries 1.09; number 11, C, carries -1.00; number 12, C, carries -1.07; number 13, C, carries 0.21; number 14, C, carries -1.37; number 15, C, carries 2.68; number 16, C, carries -2.06; number 17, C, carries -1.62; number 18, C, carries -1.68; number 19, N, carries 0.60; number 20, N, carries 0.59; number 21, C, carries -0.71; number 22, C, carries -1.21; number 23, C, carries 0.44; number 24, C, carries -1.46; number 25, C, carries 2.75; number 26, C, carries -1.28; number 27, C, carries -1.86; number 28, C, carries -1.91; number 29, C, carries 3.35; number 30, C, carries -2.12; number 31, C, carries -1.61; number 32, C, carries -1.87; number 33, H, carries 0.43; number 34, H, carries 0.28; number 35, H, carries 0.18; number 36, H, carries 0.50; number 37, H, carries -0.14; number 38, H, carries 0.62; number 39, H, carries 0.48; number 40, H, carries 0.17; number 41, H, carries 0.22; number 42, H, carries 0.40; number 43, H, carries 0.42; number 44, H, carries 0.45; number 45, H, carries 0.66; number 46, H, carries 0.42; number 47, H, carries 0.65; number 48, H, carries 0.48; number 49, H, carries 0.45; number 50, H, carries 0.17; number 51, H, carries 0.68; number 52, H, carries 0.47; number 53, H, carries 0.25; number 54, H, carries 0.28; number 55, H, carries 0.15; number 56, H, carries -0.43; number 57, H, carries 0.83; number 58, H, carries 0.26; number 59, H, carries 0.48; number 60, H, carries 0.43; number 61, H, carries 0.25; number 62, H, carries 0.42; number 63, H, carries 0.47; number 64, H, carries 0.36; number 65, H, carries 0.53; number 66, H, carries 0.48; number 67, H, carries 0.48; number 68, H, carries 0.10; number 69, H, carries 0.43; number 70, H, carries 0.30; number 71, H, carries 0.56; number 72, H, carries 0.27; number 73, N, carries 0.50; number 74, C, carries 0.07; number 75, C, carries -0.50; number 76, C, carries -1.04; number 77, C, carries -0.17; number 78, C, carries -1.50; number 79, C, carries 0.16; number 80, S, carries 1.23; number 81, O, carries -0.66; number 82, O, carries -0.68; number 83, O, carries -0.66; number 84, H, carries 0.11; number 85, H, carries -0.68; number 86, H, carries 0.31; number 87, H, carries 0.45; number 88, H, carries 0.60; number 89, H, carries 0.97; number 90, C, carries -0.97; number 91, C, carries 0.67; number 92, C, carries -1.38; number 93, O, carries -0.47; number 94, H, carries 0.43; number 95, H, carries 0.34; number 96, H, carries 0.05; number 97, H, carries 0.44; number 98, H, carries 0.28; number 99, H, carries 0.37